{
  "formula": "C4H5NO",
  "method": "ωB97M-V with the def2-TZVPD basis set",
  "species": ["N", "C", "C", "C", "C", "O", "H", "H", "H", "H", "H"],
  "positions_angstrom": [[2.403, 0.093, -0.064], [1.136, 0.043, -0.052], [0.182, 1.127, -0.317], [-1.064, 0.690, -0.102], [-1.106, -0.773, 0.320], [0.274, -1.156, 0.267], [2.856, -0.817, -0.099], [0.487, 2.112, -0.667], [-1.961, 1.269, -0.264], [-1.857, -1.284, -0.318], [-1.286, -1.312, 1.281]],
  "atomic_forces_ev_per_a": [[-1.5, -0.3, -0.6], [-0.7, -1.6, 0.5], [-0.6, -0.4, 0.4], [-0.2, 0.0, 1.0], [0.7, -0.4, 0.1], [2.3, 1.6, -1.7], [-0.1, -0.1, 0.5], [-0.1, -0.4, 0.1], [0.0, 0.0, 0.0], [1.0, -0.1, -0.6], [-1.0, 1.9, 0.3]],
  "lowdin_charge": [0.148, -0.352, -0.023, -0.034, -0.189, -0.090, 0.060, 0.119, 0.104, 0.118, 0.138],
  "energy_ev": -7764.82546,
  "e_above_lowest_kj_mol": 164.1,
  "smiles": "[H]/N=C1/C=CCO1"
}



{
  "formula": "C8H16AlFO6",
  "method": "ωB97M-V with the def2-TZVPD basis set",
  "species": ["Al", "F", "C", "C", "O", "C", "O", "O", "C", "H", "H", "H", "H", "H", "H", "H", "H", "C", "C", "O", "C", "O", "O", "C", "H", "H", "H", "H", "H", "H", "H", "H"],
  "positions_angstrom": [[-1.154, -0.705, -6.377], [-2.625, 1.252, -3.300], [-2.966, -3.784, 5.758], [-3.805, -2.519, 5.368], [-3.058, -1.703, 4.473], [-3.501, -1.090, 3.376], [-4.558, -1.256, 2.783], [-2.498, -0.319, 2.914], [-2.590, 0.237, 1.613], [-3.520, -4.373, 6.488], [-1.960, -3.494, 6.062], [-2.853, -4.406, 4.870], [-4.126, -2.003, 6.273], [-4.771, -2.857, 4.991], [-1.569, 0.582, 1.447], [-3.297, 1.066, 1.597], [-2.946, -0.462, 0.856], [2.862, 2.363, -0.751], [2.476, 2.598, -2.195], [3.524, 2.277, -3.082], [3.529, 1.313, -3.995], [2.630, 0.454, -4.159], [4.619, 1.505, -4.664], [4.875, 0.830, -5.882], [2.088, 2.716, -0.070], [3.819, 2.823, -0.503], [2.896, 1.292, -0.547], [2.195, 3.647, -2.284], [1.520, 2.115, -2.395], [4.781, -0.246, -5.733], [5.855, 1.058, -6.302], [4.126, 1.090, -6.630]],
  "atomic_forces_ev_per_a": [[-0.1, 0.1, 0.1], [0.2, -0.2, -0.1], [0.0, 0.9, -0.7], [-0.8, -2.0, 0.0], [0.0, 0.9, 0.1], [-0.7, -1.1, -0.8], [1.2, 0.4, 1.1], [-0.6, -0.5, 0.4], [0.4, 0.1, 0.0], [0.2, 0.3, 0.2], [-0.2, -0.2, 0.4], [-0.1, 0.1, -0.2], [0.7, 0.7, 0.2], [0.1, 0.2, -0.8], [-0.3, 0.2, -0.3], [0.0, 0.3, 0.1], [0.0, -0.4, 0.1], [0.2, -0.2, 0.3], [-1.0, -0.5, 0.8], [-0.4, 0.3, 0.8], [-2.3, -1.3, -0.4], [2.1, 2.0, 0.4], [0.8, 0.2, -0.3], [-0.6, -1.3, -1.0], [0.0, 0.4, -0.2], [-0.1, -0.1, 0.1], [0.4, -0.3, -0.2], [0.6, 0.6, -0.4], [0.2, -0.5, -0.6], [0.2, 0.0, 0.1], [-0.1, 0.3, 0.7], [-0.1, 0.3, 0.1]],
  "lowdin_charge": [0.988, -0.239, -0.008, -0.144, 0.119, -0.484, 0.242, 0.083, 0.019, 0.097, 0.089, 0.088, 0.153, 0.134, 0.117, 0.131, 0.121, -0.030, -0.181, 0.120, -0.529, 0.139, 0.070, 0.003, 0.091, 0.099, 0.094, 0.157, 0.133, 0.107, 0.115, 0.106],
  "energy_ev": -30127.56491,
  "e_above_lowest_kj_mol": 56.5,
  "charge": 2
}



{
  "formula": "C4H7NO2",
  "method": "ωB97M-V with the def2-TZVPD basis set",
  "species": ["C", "C", "O", "C", "C", "N", "O", "H", "H", "H", "H", "H", "H", "H"],
  "positions_angstrom": [[1.089, -0.345, -1.496], [0.606, 0.523, -0.356], [-0.840, 0.663, -0.513], [-1.479, 0.648, 0.732], [-0.841, -0.489, 1.454], [-0.609, -1.609, 1.809], [0.855, 0.002, 0.899], [2.176, -0.447, -1.452], [0.812, 0.094, -2.458], [0.632, -1.336, -1.419], [1.029, 1.537, -0.412], [-2.538, 0.434, 0.573], [-1.360, 1.578, 1.303], [0.504, -1.219, 1.308]],
  "atomic_forces_ev_per_a": [[0.0, 0.0, 0.0], [0.3, 0.0, -0.1], [-0.1, 0.0, 0.0], [-0.1, 0.0, 0.2], [0.0, -0.7, 0.1], [-0.4, 0.7, -0.1], [0.1, 0.0, -0.1], [-0.1, 0.0, 0.0], [0.0, 0.0, 0.1], [0.0, 0.1, 0.0], [0.0, -0.1, 0.0], [0.1, 0.0, 0.0], [0.0, -0.1, -0.1], [0.1, 0.1, 0.0]],
  "lowdin_charge": [-0.015, -0.460, -0.083, -0.150, -0.174, 0.174, -0.139, 0.087, 0.086, 0.090, 0.149, 0.142, 0.137, 0.157],
  "energy_ev": -9843.13124,
  "e_above_lowest_kj_mol": 400.3
}